(1)
The following is a quantum chemistry calculation of the molecule CH2N4O, from OMol25.

Structure (XYZ):
```
8
Properties=species:S:1:pos:R:3:forces:R:3
C 0.87289 0.09596 -0.08648 -3.0 -2.2 1.2
H -2.44081 0.75331 0.03567 3.5 0.0 -0.1
H -0.24002 2.12233 0.10601 1.1 -1.8 -0.3
N 0.00494 -1.15954 -0.08537 1.7 0.9 0.3
N -1.18838 -0.87138 0.08191 -0.7 0.7 -0.9
N -1.38641 0.44768 0.02058 -1.7 -0.7 0.6
N -0.13534 1.08924 -0.06038 -0.9 1.6 -0.2
O 2.04748 0.00082 0.08500 0.1 1.5 -0.6
```
Positions in Å, forces in eV/Å.

Output
Energy relative to the best compared isomer or geometry (same formula, charge and spin): 46.41 kcal/mol
SMILES: O=c1nn[nH][nH]1
Gap between HOMO and LUMO: 9.99 eV


(2)
The following is a quantum chemistry calculation of a structure of composition CH2N4O, from OMol25.

Structure (XYZ):
```
8
Properties=species:S:1:pos:R:3:forces:R:3
C 0.81892 -0.00520 -0.14698 -3.2 1.5 0.9
H 0.07894 2.14839 0.11635 0.1 -2.1 -0.6
H -0.05394 -2.14171 0.44575 0.9 4.4 -3.3
N -0.03702 1.11915 -0.09099 -0.5 -0.8 -1.0
N -1.31019 0.62306 -0.09421 -2.2 0.9 2.4
N -1.34925 -0.64278 0.05414 -0.1 3.4 -2.7
N -0.10988 -1.02954 -0.28829 0.7 -7.1 4.2
O 1.96241 -0.07137 0.00423 4.5 -0.2 0.0
```
Positions in Å, forces in eV/Å.

Output
Energy relative to the best compared isomer or geometry (same formula, charge and spin): 53.01 kcal/mol
Gap between HOMO and LUMO: 9.82 eV


(3)
The following is a quantum chemistry calculation of the molecule CH2N4O, from OMol25.

Structure (XYZ):
```
8
Properties=species:S:1:pos:R:3:forces:R:3
C 1.29347 0.83978 0.01028 0.8 1.1 0.0
N 2.10083 -0.18479 0.00895 0.1 -2.3 -0.1
N 0.00356 0.51992 0.01310 -3.4 -1.3 0.0
N 2.14985 -1.32536 -0.00450 0.5 0.9 0.0
N -0.36344 -0.67728 0.02086 1.3 0.8 -0.1
O -1.74377 -0.80356 0.00798 0.1 0.7 0.0
H 1.62429 1.85652 0.00924 0.2 0.0 0.0
H -1.90297 -1.75638 -0.01336 0.3 0.1 0.0
```
Positions in Å, forces in eV/Å.

Output
Energy relative to the best compared isomer or geometry (same formula, charge and spin): 79.76 kcal/mol
Gap between HOMO and LUMO: 8.40 eV


(4)
The following is a quantum chemistry calculation of the molecule CH2N4O2, from OMol25.

Structure (XYZ):
```
9
Properties=species:S:1:pos:R:3:forces:R:3
C 0.11063 0.86890 -0.06249 -2.1 -2.9 0.7
H 2.05052 -0.90434 0.86047 -0.8 -0.2 -2.7
H -2.00832 1.46373 0.04159 0.7 -1.0 -0.2
N 0.44928 -0.43470 -0.05863 -1.1 -3.1 0.0
N -0.61725 -1.27364 0.06932 1.8 -1.4 -0.9
N -1.65110 -0.61434 0.00309 -1.2 1.5 0.8
N -1.30473 0.70982 -0.01035 0.6 1.9 -0.5
O 1.69229 -0.97920 -0.11647 0.6 0.7 2.9
O 0.95278 1.66885 0.04757 1.5 4.5 -0.1
```
Positions in Å, forces in eV/Å.

Output
Energy relative to the best compared isomer or geometry (same formula, charge and spin): 53.55 kcal/mol
SMILES: O=c1[nH]nnn1O
Gap between HOMO and LUMO: 10.50 eV


(5)
The following is a quantum chemistry calculation of a structure of composition CH2N4O2, from OMol25.

Structure (XYZ):
```
9
Properties=species:S:1:pos:R:3:forces:R:3
C 0.67756 -1.04795 0.84843 2.8 -3.2 1.7
N 1.30830 -1.91251 1.31333 -0.9 0.4 -0.5
N 0.94131 0.93944 -0.23653 1.4 1.5 -3.4
N 0.19993 0.05090 0.43232 -3.5 3.6 -1.2
N -1.50614 -0.21224 -0.20700 3.9 0.3 1.0
O -2.14338 -0.86432 0.53705 -0.8 0.2 -0.8
O -1.57970 0.40699 -1.20627 -1.5 -0.2 -0.2
H 1.43396 0.64704 -1.18767 -1.6 0.4 2.6
H 0.66816 1.99264 -0.29366 0.1 -3.0 0.7
```
Positions in Å, forces in eV/Å.

Output
Energy relative to the best compared isomer or geometry (same formula, charge and spin): 122.42 kcal/mol
Gap between HOMO and LUMO (alpha / beta): 9.18 / 9.17 eV


(6)
The following is a quantum chemistry calculation of a cluster of 2 separate species, CH2N4O2 in total, from OMol25.

Structure (XYZ):
```
9
Properties=species:S:1:pos:R:3:forces:R:3
C -1.63914 2.04721 -3.35935 -0.1 -0.3 -0.8
N -0.62096 -0.85499 -0.47170 0.5 -4.5 4.2
N 0.21272 0.96442 2.32824 0.9 3.5 1.2
N -0.06949 0.04810 0.19683 -0.7 5.9 -5.5
N 0.22701 0.30631 1.30929 0.2 -5.9 3.2
O -1.59416 3.15070 -3.64486 0.1 2.0 0.0
O -1.70322 0.91329 -3.21296 0.0 -1.8 0.8
H -0.65169 -0.52840 -1.36195 -0.5 1.5 -3.4
H 1.02119 0.87223 2.93890 -0.5 -0.5 0.3
```
Positions in Å, forces in eV/Å.

Output
Multiplicity: 3
<S²>: 2.035
Energy relative to the best compared isomer or geometry (same formula, charge and spin): 78.62 kcal/mol
Gap between HOMO and LUMO (alpha / beta): 6.73 / 7.22 eV


Number 1: largest force on an atom 3.89 eV/A. Number 2: largest force on an atom 8.28 eV/A. Number 3: largest force on an atom 3.61 eV/A. Number 4: largest force on an atom 4.72 eV/A. Number 5: largest force on an atom 5.12 eV/A. Number 6: largest force on an atom 8.13 eV/A.